Computed, not measured: a molecular structure, C40H49N7Ta, with the ωB97M-V functional and the def2-TZVPD basis.

As for the frontier orbital gap (spin up / spin down): 6.005 / 5.966 eV. The lowest unoccupied orbital energy (spin up / spin down) comes out at -10.74 / -10.80 eV. Its total charge is +3. As for the calculated total energy: -1992.9152 Ha.

Geometry (Å):
Ta 0.380 0.356 0.744
C 0.708 3.613 1.546
C 2.172 3.229 1.631
C 2.722 2.804 0.318
C 3.733 3.517 -0.301
C 4.330 3.018 -1.447
C 3.899 1.799 -1.945
C 2.857 1.160 -1.312
N 2.259 1.647 -0.206
N -0.142 2.541 2.101
C 0.007 2.462 3.554
C -0.024 1.070 4.073
C 0.073 0.886 5.446
C 0.103 -0.391 5.965
C 0.003 -1.463 5.088
C -0.113 -1.208 3.744
N -0.112 0.042 3.221
C -1.548 2.809 1.803
C -1.765 2.799 0.349
C -2.679 3.652 -0.230
C -2.877 3.611 -1.600
C -2.106 2.738 -2.347
C -1.198 1.929 -1.700
N -1.034 1.917 -0.360
H 0.421 3.773 0.510
H 0.525 4.551 2.077
H 2.317 2.403 2.335
H 2.753 4.067 2.011
H 4.064 4.452 0.132
H 5.132 3.563 -1.928
H 4.363 1.347 -2.811
H 2.488 0.222 -1.683
H -0.781 3.041 4.043
H 0.947 2.921 3.861
H 0.135 1.753 6.092
H 0.202 -0.550 7.031
H 0.015 -2.485 5.443
H -0.214 -2.018 3.051
H -1.857 3.779 2.204
H -2.164 2.048 2.293
H -3.233 4.344 0.391
H -3.598 4.267 -2.071
H -2.201 2.687 -3.421
H -0.562 1.272 -2.259
C -1.831 -0.920 -2.213
C -1.798 -1.360 -0.910
C -0.329 -1.586 -0.546
C 0.382 -1.024 -1.644
C -0.523 -0.743 -2.713
C -0.134 -0.471 -4.134
C 1.286 0.090 -4.232
C -1.103 0.486 -4.842
C -0.198 -1.853 -4.835
C 0.202 -3.030 -0.138
C -0.658 -4.028 -0.929
C 1.666 -3.231 -0.564
C 0.153 -3.389 1.341
C -3.075 -1.478 -0.099
C -3.660 -0.059 0.070
C -4.101 -2.321 -0.883
C -2.919 -2.057 1.301
H -2.731 -0.727 -2.777
H 1.440 -1.148 -1.784
H 1.403 0.985 -3.612
H 1.495 0.376 -5.262
H 2.038 -0.648 -3.940
H -0.964 1.512 -4.499
H -2.147 0.202 -4.707
H -0.899 0.469 -5.912
H 0.454 -2.579 -4.346
H 0.131 -1.736 -5.868
H -1.216 -2.246 -4.840
H -0.668 -3.787 -1.995
H -1.688 -4.047 -0.568
H -0.242 -5.029 -0.815
H 1.776 -3.284 -1.648
H 2.019 -4.182 -0.164
H 2.325 -2.451 -0.176
H -0.832 -3.286 1.782
H 0.875 -2.795 1.896
H 0.444 -4.434 1.456
H -3.750 0.467 -0.881
H -3.037 0.537 0.744
H -4.654 -0.133 0.512
H -4.427 -1.817 -1.793
H -4.981 -2.485 -0.262
H -3.698 -3.295 -1.162
H -2.125 -1.553 1.864
H -2.734 -3.130 1.283
H -3.851 -1.910 1.849
N 1.978 -0.480 1.432
C 2.989 -0.978 1.850
C 4.088 -1.550 2.314
C 5.314 -0.807 2.299
N 6.266 -0.164 2.279
C 3.994 -2.893 2.806
N 3.854 -3.972 3.175